No. 1
Formula: C50H90F7N5O26S2
Source: the OMol25 dataset
Level of theory: the ωB97M-V functional and the def2-TZVPD basis

```
180
Properties=species:S:1:pos:R:3:forces:R:3:mulliken_charge:R:1
C -5.8104 -1.3979 -3.5827 0.7957 1.5985 0.0033 -0.895
N -5.5303 -0.3912 -2.4429 -0.3777 -3.3048 0.8910 0.293
C -6.8313 0.1991 -1.9143 0.7340 0.7260 -0.7957 -0.846
C -4.9303 -1.2767 -1.3218 0.0195 1.1816 -0.4263 -1.026
C -4.5320 0.6430 -2.8577 -0.6753 0.4770 -0.0223 -0.482
C -3.5189 0.2165 -3.9111 -0.6359 2.7476 -1.6912 -0.655
O -2.8386 -0.9146 -3.6921 -0.1513 -2.4189 0.1169 0.045
H -6.0473 -0.7594 -4.4338 -0.8722 -0.3465 -0.0179 0.439
H -6.5479 -2.1264 -3.2460 0.0330 0.2708 -0.2683 0.409
H -4.8558 -1.8302 -3.8827 -0.1574 -0.4015 0.5284 0.157
H -6.5048 1.1810 -1.5716 -0.5792 -0.0828 0.5112 0.348
H -7.3460 -0.3968 -1.1605 0.6530 -0.1030 0.0930 0.340
H -7.5515 0.3347 -2.7212 0.3143 0.0485 -0.2459 0.357
H -4.6668 -0.6131 -0.4982 -0.2126 -0.0579 0.1152 0.693
H -3.9998 -1.6901 -1.7108 -0.3552 -0.3261 0.0295 0.023
H -5.6965 -1.9949 -1.0298 0.3945 -0.1097 -0.0784 0.426
H -4.0100 0.9947 -1.9678 -0.0994 -0.1764 0.2038 0.265
H -5.1748 1.4604 -3.1846 0.4718 0.2605 -0.4574 0.626
H -2.7922 1.0254 -3.9866 -0.1181 0.6409 0.3097 0.023
H -3.8886 0.2399 -4.9363 -0.7017 -0.3409 0.0466 0.565
H -2.2420 -0.6572 -2.9854 0.9654 -0.7794 0.4683 0.072
N -1.0822 -0.3404 -1.9520 -3.5648 -6.3666 4.3283 -0.348
S 0.0184 0.5305 -2.2103 10.3563 9.7539 -4.0850 0.925
O 1.2507 -0.0347 -2.8397 -2.8325 0.2142 1.7079 -0.759
O 0.2642 1.6416 -1.2956 -0.3656 -1.5744 0.1736 0.020
F -0.5411 1.4469 -3.4043 -0.9370 -0.9945 -0.5085 -0.398
S -0.2752 -1.4304 -0.8468 0.5881 -1.4364 3.3573 -0.046
O 0.6526 -0.8112 0.1735 -2.6524 -1.7672 -4.1947 0.073
O -0.0755 -2.7192 -1.4703 0.5848 2.1647 0.1668 -0.589
F -1.5048 -1.7668 0.0742 -0.5913 0.5441 -0.4694 -0.121
C -3.2912 3.1394 0.9233 1.0032 0.9865 -0.7583 -2.341
C -2.5076 4.2201 1.7631 -0.3763 0.1523 0.5012 1.903
C -2.9432 3.9270 3.2243 0.1090 1.5960 0.2302 -1.123
C -1.9319 4.4412 4.2724 -1.6225 -0.8106 -1.6265 -1.071
C -0.5406 3.8517 3.9442 -1.2504 1.9511 -0.4326 -0.732
C 0.0855 4.2769 2.4780 -0.8967 0.2874 1.8791 1.715
N -1.0601 4.1596 1.4875 0.3310 -1.5538 3.6717 0.219
O -0.7583 4.3431 0.1706 0.5933 0.0188 -0.9088 -0.095
C 0.6523 5.7720 2.4726 -2.1681 -0.9107 0.6765 -1.723
C 1.2099 3.2582 2.2097 -1.2543 -0.2529 -1.0612 -1.763
C -2.9019 5.7026 1.4643 -1.5918 0.1134 -1.2994 -1.839
H -4.3719 3.2271 1.0353 0.0088 0.3980 -0.2220 0.479
H -3.0599 2.0904 1.1081 0.4676 0.1200 0.7882 0.379
H -2.9251 3.2905 -0.0923 -0.7286 0.0839 -0.4638 0.504
H -3.8525 4.5111 3.3665 -0.1748 0.3086 -0.1583 0.480
H -3.3607 2.9451 3.4473 0.9654 -0.6082 -0.3261 0.247
H -2.4127 4.1145 5.1945 0.8740 -0.2575 0.5489 0.483
H -2.0218 5.5264 4.3216 0.5800 0.1595 -0.2348 0.468
H -0.7197 2.7774 3.9881 0.7040 -0.1004 0.0018 -0.005
H -0.0624 4.2793 4.8254 1.5536 -0.6643 -0.4111 0.496
H -0.2765 6.3348 2.5655 -0.0737 0.4072 -0.4495 0.415
H 1.1261 6.0856 3.4028 0.8648 -0.4877 -0.2561 0.411
H 1.1364 6.0679 1.5418 0.2298 -0.2104 0.2594 0.211
H 2.0482 3.2473 2.9062 0.0616 0.6764 -0.2319 0.499
H 0.8265 2.2379 2.2243 -0.3526 -0.1168 0.1578 -0.045
H 1.4417 3.4084 1.1552 0.9840 0.0283 0.0677 0.331
H -2.7246 6.0516 0.4470 1.2118 -0.3848 -0.1862 0.302
H -2.5452 6.4852 2.1339 0.4007 -0.5130 0.2651 0.296
H -3.9712 5.8939 1.3733 -0.6319 -0.5357 0.8530 0.518
H -0.5608 3.4305 -0.0526 0.3124 -0.2308 -1.0837 0.247
C 5.7531 -1.6513 0.3012 -0.0725 0.5069 0.5412 -1.320
C 6.5180 -0.3846 -0.1240 2.1599 0.2756 0.9717 2.035
C 6.7960 -0.3281 -1.6184 0.4574 -0.7870 -1.5767 -1.862
C 5.7734 0.3357 -2.5108 -0.7631 1.8282 0.4007 0.230
C 5.3597 1.7584 -1.9248 0.5152 -3.3734 0.0920 -1.227
C 4.9011 1.5890 -0.4387 -0.4963 -0.2027 -1.4404 1.477
N 6.0282 0.9778 0.3480 0.1231 -0.3711 -2.3989 0.368
O 5.9824 1.1120 1.7563 -1.0648 -0.7016 -0.0572 -0.424
C 4.7568 3.0436 -0.1410 -0.6660 1.0009 2.0985 -2.104
C 3.4828 0.9289 -0.3486 0.1330 0.0602 1.2042 0.222
C 7.9424 -0.5757 0.5285 0.1583 0.3293 1.3639 -2.088
H 6.3755 -2.5443 0.3576 0.4704 0.2637 -0.1289 0.578
H 4.9179 -2.0068 -0.3023 -0.4035 0.6900 0.1668 -0.189
H 5.5290 -1.4021 1.3384 -0.7941 -0.5324 0.1074 0.318
H 7.8124 -0.0472 -1.8944 0.0602 1.1030 0.5833 0.398
H 6.9020 -1.3480 -1.9881 -0.4506 -0.5847 0.3412 0.554
H 4.9021 -0.3137 -2.5960 -0.4136 0.1418 0.3333 -0.679
H 6.0546 0.4812 -3.5538 0.6332 -0.1612 0.0516 0.721
H 4.5538 2.1575 -2.5408 0.0638 0.2007 0.2217 0.019
H 6.2189 2.4266 -1.8657 0.0656 -0.0707 -0.5046 0.596
H 4.2469 3.1479 0.8168 -0.1052 0.3774 0.2908 0.551
H 5.7001 3.5846 -0.0672 0.1688 -0.1783 -0.1073 0.491
H 4.1368 3.5542 -0.8779 0.0050 -0.1645 -0.0490 0.110
H 3.1710 0.9092 0.6957 0.3807 -0.1873 0.5439 -0.267
H 2.6360 1.5114 -0.7114 0.4611 0.2706 -0.8495 -0.198
H 3.3501 -0.0993 -0.6853 0.4084 0.0696 -0.3308 0.017
H 8.4874 -1.4882 0.2864 -0.1928 0.0922 -1.0119 0.433
H 7.9735 -0.6914 1.6119 -1.1190 -0.0935 0.4041 0.399
H 8.5990 0.2940 0.5022 -0.0638 0.1605 -1.0414 0.493
H 6.2625 2.0136 1.9301 0.2735 0.0958 -0.1836 0.335
C -3.0662 -3.4329 6.8780 0.7910 -1.8906 1.1601 -1.737
C -3.9813 -2.7046 5.9229 0.6087 2.9706 1.2165 1.336
C -4.3282 -1.3027 6.6954 -0.8312 -1.0360 -1.8952 -1.068
C -3.2643 -0.2643 6.5996 1.7095 -0.5316 0.0141 -0.796
C -2.8065 0.0183 5.1641 -0.1917 -0.3050 0.1540 -1.058
C -2.2234 -1.2765 4.4359 -1.3828 1.0098 1.3386 2.274
N -3.3549 -2.3575 4.6078 -0.9551 6.6868 2.9364 0.243
O -3.0921 -3.4468 3.9904 1.8193 -5.1442 -3.3012 -0.468
C -2.1133 -0.8000 2.9650 -0.9244 -1.2478 -0.4847 -1.638
C -0.8057 -1.5935 4.9881 -0.5371 -0.4785 0.2920 -1.766
C -5.3113 -3.4443 5.6950 0.5246 -1.0591 0.7639 -1.823
H -2.7952 -4.4597 6.6323 -0.7827 -0.4069 -0.5166 0.432
H -3.5255 -3.4785 7.8655 -0.3554 -0.1629 0.0070 0.426
H -2.0434 -3.1577 7.1355 -0.1131 1.4081 -0.5583 0.318
H -5.2419 -0.9791 6.1968 -0.1657 0.3742 -0.0778 0.359
H -4.5864 -1.3695 7.7523 0.0022 -0.9024 -0.0279 0.474
H -2.4008 -0.7164 7.0874 0.3098 0.1038 0.3630 0.265
H -3.5370 0.5624 7.2556 0.0433 0.5072 -0.5400 0.367
H -2.0533 0.7976 5.0480 0.3440 -0.0035 0.5404 0.314
H -3.6574 0.4786 4.6619 -0.2535 -0.5457 -0.5964 0.288
H -1.9501 -1.5181 2.1615 0.6986 -0.7611 0.6623 0.117
H -3.1064 -0.4946 2.6356 -0.0901 0.9349 0.2996 0.476
H -1.3319 -0.0560 2.8102 -0.2575 0.2615 0.2910 0.079
H -0.3160 -2.3604 4.3879 0.0664 0.0470 -0.0408 0.415
H -0.1724 -0.7088 5.0535 -0.0803 0.2297 -0.5603 0.275
H -0.8042 -1.9398 6.0217 -0.3002 -0.2034 -0.0926 0.326
H -5.1579 -4.5230 5.7245 0.4245 -0.2145 -1.1005 0.406
H -5.8672 -3.1201 4.8152 0.1685 -0.0008 0.1276 0.368
H -5.9426 -3.4666 6.5832 -0.1664 1.1465 0.1935 0.406
H -3.1965 -3.2002 3.0685 -0.0889 -0.6884 -0.4313 0.384
C 3.3591 -0.5188 3.7480 -1.1045 0.6464 -0.6780 0.165
C 2.6356 -1.1682 2.5811 -0.9672 0.3594 -1.3311 1.522
O 2.3304 -2.5207 3.0160 0.1943 1.5825 -1.2206 -0.446
C 3.1020 -2.7205 4.0505 -0.4205 -2.2687 2.7399 0.548
O 3.0673 -3.7204 4.7241 0.3901 0.1941 -0.6833 -0.644
O 3.8102 -1.6576 4.4306 1.4164 0.3126 0.2000 -0.388
H 2.7494 0.0504 4.4497 -0.3802 0.0151 -0.1154 0.237
H 4.0948 0.1743 3.3401 0.6530 -0.4591 0.3386 0.155
H 3.2676 -1.1530 1.6931 0.2715 -0.6266 0.1304 -0.731
H 1.7114 -0.7305 2.2036 -0.0727 0.1775 0.6159 -0.399
C -1.2002 -5.1819 -3.3642 0.9702 0.1872 -2.4366 0.384
C -2.3155 -4.4833 -4.1016 0.1928 -0.0869 -2.9717 0.556
O -3.3939 -4.4937 -3.2085 -0.8822 -0.0461 -2.4237 -0.313
C -2.8992 -4.6767 -2.0298 1.9320 -0.8572 2.0714 0.531
O -3.5145 -4.6042 -1.0320 -0.7996 0.2902 1.4926 -0.553
O -1.5492 -4.9679 -2.0667 -1.7698 0.3368 2.1168 0.024
F -2.6133 -5.0956 -5.3517 -0.0475 0.5574 2.0982 -0.365
H -0.2784 -4.6736 -3.6472 0.1751 -0.2400 0.3522 -0.519
H -1.1069 -6.2469 -3.5768 -0.1950 -0.0354 -0.2716 0.361
H -2.1309 -3.4357 -4.3395 0.2392 -0.0522 -0.1165 0.034
C 0.3305 1.7117 -6.9201 -0.7538 0.4350 1.3250 0.295
C -1.0520 1.7553 -7.5453 1.0230 -0.6714 1.1685 0.189
O -1.3335 3.1085 -7.6211 1.2716 2.1834 -1.8636 -0.302
C -0.1084 3.7785 -7.8461 1.4076 0.3151 0.1726 0.639
O 0.1376 4.9016 -8.2450 -1.4895 -3.2387 1.1727 -0.525
O 0.8837 2.8693 -7.4710 0.6587 1.9158 -1.9006 -0.361
F -1.9530 1.2897 -6.6870 -1.4697 -1.2329 1.0297 -0.141
H 0.8652 0.7635 -6.9764 0.3530 0.4035 -0.8584 0.378
H 0.3137 1.9780 -5.8633 -0.6991 -0.6463 0.3832 -0.280
H -1.1065 1.1554 -8.4537 -0.2867 0.5346 -0.4773 0.178
C 0.8839 -5.7387 -0.2885 2.1254 -0.5929 -0.5122 0.319
C 1.8623 -6.9058 -0.0991 -0.5528 0.3170 0.2585 0.069
O 3.1572 -6.3539 -0.1959 0.8305 1.1954 0.7733 -0.377
C 3.0835 -5.0770 0.3404 -1.2306 0.6959 -1.7609 0.370
O 3.9491 -4.2839 0.5908 -0.9341 -1.8205 -0.0984 -0.435
O 1.7439 -4.7311 0.3051 -0.3929 0.6985 0.7796 0.033
F 1.7575 -7.8785 -1.0211 -0.0985 -0.1995 0.0888 -0.314
H -0.0932 -5.9302 0.1551 0.3504 0.5657 0.5826 0.320
H 0.7332 -5.5077 -1.3430 0.1767 0.0865 0.0153 -0.314
H 1.7744 -7.2519 0.9308 -0.1903 -0.8114 -0.1154 0.347
C 2.8424 -3.1109 -2.9523 0.2890 2.3377 -0.8498 0.755
C 3.5506 -2.4569 -4.1319 -1.5490 -0.0450 -0.0428 0.741
O 2.8555 -3.0230 -5.2601 1.2255 1.1797 -1.2202 -0.401
C 2.0870 -4.0408 -4.9359 -2.4992 -0.3503 0.2608 0.499
O 1.3075 -4.6583 -5.6573 2.3757 1.2240 1.7447 -0.605
O 2.1151 -4.1297 -3.5768 -0.9831 -1.9308 0.5382 -0.342
F 4.7985 -2.8386 -4.1276 2.8251 -1.0300 -0.6223 -0.356
H 2.2259 -2.2915 -2.5828 -0.6395 -0.5976 0.5023 -0.523
H 3.5841 -3.3925 -2.2048 -0.3016 -0.6137 -0.0971 -0.011
H 3.5885 -1.3706 -4.2130 -0.7691 -0.0330 -0.0466 0.196
C 1.4407 5.7576 -2.8483 0.5598 2.5157 -0.2637 -0.320
C 0.5378 4.6813 -3.1948 -0.3932 -3.7888 5.3058 1.445
O 1.2257 3.6233 -3.8404 -0.2685 1.8165 0.7743 -0.153
C 2.4342 4.1201 -4.0239 3.7293 -0.9551 -1.9832 0.457
O 3.3100 3.4383 -4.5312 -1.3298 2.1994 1.2137 -0.569
O 2.5371 5.4782 -3.6253 2.4386 -3.0565 -1.4024 -0.378
F -0.4699 5.0144 -3.8529 -4.6396 2.1190 -4.4811 -0.332
H 1.6776 5.8910 -1.7928 0.0121 -0.4400 0.0493 0.181
H 1.0982 6.7153 -3.2402 -0.6176 0.0672 0.3333 0.308
H 0.0904 4.2752 -2.2876 0.5099 -0.5846 0.4634 -0.623
```
Positions in Å, forces in eV/Å.

Calculated values
- calculated total energy (Ha) = -5684.1848
- orbital gap (eV) = 7.13
- LUMO (Ha) = -0.02315
- HOMO energy (eV) = -7.7599

=====

No. 2
Formula: C12H14Cl2F6FeNO17S2
Source: the OMol25 dataset
Level of theory: the ωB97M-V functional and the def2-TZVPD basis

```
55
Properties=species:S:1:pos:R:3:forces:R:3:mulliken_spin:R:1
Fe 3.7540 35.2283 -8.6372 2.0478 -0.0981 -2.6457 4.333
Cl 4.2962 33.0285 -10.6422 -0.9672 0.4174 -0.9727 -0.004
O 3.6451 32.5835 -11.8712 1.5256 0.8618 2.0968 0.013
O 3.3227 33.2708 -9.5946 -3.4541 0.6667 2.2020 0.101
O 5.1896 32.1298 -10.0574 1.5375 -1.7296 -0.7015 0.010
O 4.8719 34.3527 -10.6833 1.1235 1.3670 -1.2161 0.041
Cl 6.0015 37.8562 -9.0303 5.2064 3.2502 -3.4767 -0.001
O 5.1642 36.8866 -8.4771 -4.7653 -5.4315 2.0134 0.057
O 5.4198 39.1132 -8.7721 -1.0372 0.8144 -0.5239 0.010
O 7.2512 37.7683 -8.4005 1.4606 -0.2775 2.1548 0.013
O 6.3126 37.5605 -10.4068 -2.0543 0.2444 -0.1573 0.005
C 1.6363 38.1669 -6.3673 -0.2435 0.6702 -1.4290 0.008
F 2.5658 38.8579 -6.9677 1.8411 0.0503 -0.0967 0.001
F 1.3037 38.7859 -5.2759 -0.2968 -0.4810 1.0801 0.001
F 0.6337 38.2114 -7.2416 -0.2927 -0.6770 0.4320 0.001
S 2.4095 36.4047 -5.9795 1.6911 -1.6562 1.4608 0.022
O 3.8286 36.4951 -5.8373 0.0983 1.1259 -0.5397 0.005
O 1.7802 35.7131 -4.8734 -0.1737 1.1330 -1.6306 0.015
N 2.2692 35.5529 -7.5498 -2.1677 1.8378 4.8115 0.126
S 0.6640 35.2858 -7.5420 -3.8140 -1.0837 -1.4871 0.008
O -0.2320 36.0199 -6.6315 2.4289 -1.7351 -1.0124 0.017
O 0.3255 35.3974 -8.9293 -0.3038 -0.7213 -0.1673 0.011
C 0.5097 33.3951 -6.9814 1.0320 0.8305 -0.6319 0.010
F -0.6743 32.9609 -7.2251 -1.8469 -0.0341 -0.6614 0.002
F 1.3648 32.6125 -7.6680 0.1324 0.7378 0.3780 0.002
F 0.7146 33.2962 -5.6919 0.6771 0.0512 0.5240 0.001
C 0.4386 36.5415 -12.8185 -0.6388 1.8306 -1.1931 0.000
C 1.2552 36.0305 -11.9171 0.5507 -1.3897 0.8980 -0.002
C 1.9997 36.8033 -10.8948 -2.3150 2.5757 0.0812 -0.002
O 2.7676 36.3839 -10.0455 0.7377 -0.6503 -0.1820 0.072
C 1.5300 38.1965 -10.8668 0.0158 1.0767 -0.0733 0.003
C 0.6993 38.7974 -11.7751 0.8522 -0.7256 -0.6052 0.004
C 0.1209 38.0143 -12.9343 0.2055 -2.7160 -0.3606 0.000
O -0.5462 38.4571 -13.8549 0.8507 0.4691 1.3894 0.001
O 0.4476 40.0914 -11.8563 0.4282 -0.1410 0.9327 0.001
O 1.4069 34.7284 -11.7415 0.6990 -0.6473 -0.0404 0.000
H 0.0020 35.8700 -13.5429 -0.3049 0.0961 -0.0843 0.000
H 1.9251 38.8587 -10.1106 0.2963 -0.0999 0.1783 0.000
H 0.0759 40.2097 -12.7335 -0.6466 0.4333 -0.5293 0.000
H 1.0297 34.2572 -12.4881 -0.1229 -0.3880 -0.0758 0.000
C 6.8676 34.8367 -6.1877 1.0984 0.3714 0.0811 0.007
C 6.4151 34.2386 -7.4686 -0.4267 0.9549 -0.3226 -0.003
O 4.9541 34.1939 -7.4301 -0.4610 -0.2468 -0.5256 0.093
C 4.3417 33.2840 -6.5098 -1.1311 -2.3210 -0.6991 -0.006
C 4.4248 31.7858 -6.9676 1.4688 0.2458 0.3754 0.007
H 6.7474 34.1184 -5.3766 0.2868 0.2817 0.1578 0.001
H 7.9133 35.0731 -6.3845 0.3530 -0.3066 0.5132 0.000
H 6.4549 35.8152 -5.9421 -0.5169 -0.2509 -0.1673 -0.001
H 6.6103 34.8911 -8.3197 0.1955 -0.0987 0.0730 -0.002
H 6.8755 33.2689 -7.6579 -0.5177 -0.1670 -0.0248 0.005
H 4.7321 33.3681 -5.4956 0.1386 0.3896 -0.2634 0.005
H 3.2750 33.5080 -6.5169 0.2730 0.3822 0.3236 0.009
H 5.4292 31.5555 -7.3228 0.2890 0.2442 -0.0116 0.000
H 3.8139 31.3940 -7.7808 -0.5265 0.6657 0.3274 0.000
H 4.3670 31.1592 -6.0776 -0.5163 -0.0014 0.0237 0.000
```
Positions in Å, forces in eV/Å.

Calculated values
- <S²> = 8.76
- multiplicity = 6
- calculated total energy (Ha) = -5378.4442
- orbital gap (alpha / beta) (eV) = 7.20 / 6.00
- LUMO (alpha / beta) (Ha) = -0.09804 / -0.14177
- HOMO energy (alpha / beta) (eV) = -9.8719 / -9.8530

=====

Look up the calculated total energy of the second one.
-5378.4442 Ha